No. 1
C22H33N3O | the ωB97M-V functional and the def2-TZVPD basis

The calculation puts the gap between HOMO and LUMO at 9.24 eV. Its HOMO energy is -8.59 eV. As for the structure (SMILES): Cc1ccc([C@@]23C[C@@H]4C[C@@H](C[C@@](NC(=O)NCCN(C)C)(C4)C2)C3)cc1. As for the energy above the lowest of the compared OMol25 structures with the same formula, charge and spin: 0.0 kcal per mole.

ORCA input file:
```
! wB97M-V def2-TZVPD RIJCOSX def2/J DEFGRID3
* xyz 0 1
C -7.01896 -2.16269 -0.48543
C -5.70941 -1.44176 -0.37986
C -5.66429 -0.05793 -0.27108
C -4.45934 0.60611 -0.15470
C -3.24720 -0.08009 -0.14308
C -1.94628 0.69463 -0.01317
C -1.93217 1.44478 1.32826
C -0.65678 2.27488 1.45841
C -0.58108 3.28549 0.31492
C -0.55760 2.53730 -1.01671
C 0.66035 1.61724 -1.06646
C 0.57328 0.60786 0.07760
N 1.74891 -0.25742 0.00534
C 1.97298 -1.30068 0.84920
O 1.31074 -1.53670 1.84230
N 3.01887 -2.13126 0.50902
C 4.11126 -1.81825 -0.38117
C 5.02503 -0.71306 0.17378
N 6.25675 -0.59668 -0.58650
C 6.04592 0.01530 -1.88226
C 7.27419 0.11626 0.15972
C 0.56063 1.35635 1.41214
C -0.71369 -0.21430 -0.06059
C -1.83375 1.71049 -1.16203
C -3.29860 -1.46417 -0.24718
C -4.50661 -2.13051 -0.36363
H -7.44577 -2.30792 0.50772
H -6.88861 -3.14038 -0.94340
H -7.73084 -1.58811 -1.07454
H -6.58613 0.50716 -0.27782
H -4.47392 1.68296 -0.07058
H -1.98705 0.71971 2.14272
H -2.80274 2.09832 1.40322
H -0.67021 2.80740 2.41582
H -1.44439 3.95376 0.34866
H 0.31884 3.89672 0.41549
H -0.49893 3.25763 -1.84134
H 0.68666 1.09141 -2.02539
H 1.57809 2.20365 -0.97336
H 2.22654 -0.26577 -0.88046
H 3.23446 -2.77601 1.25555
H 3.70979 -1.53788 -1.35919
H 4.70637 -2.72319 -0.51904
H 5.28787 -0.98738 1.19886
H 4.46955 0.24099 0.21554
H 5.62115 1.02964 -1.80730
H 6.99995 0.07781 -2.40273
H 5.37643 -0.60234 -2.47682
H 7.46710 -0.40669 1.09494
H 6.98732 1.15430 0.38925
H 8.19397 0.13163 -0.42283
H 0.52445 0.63009 2.22359
H 1.48114 1.93635 1.51334
H -0.73983 -0.93311 0.75866
H -0.68337 -0.75948 -1.00798
H -2.69545 2.37881 -1.16264
H -1.82922 1.17710 -2.11614
H -2.39426 -2.05033 -0.23522
H -4.50920 -3.20879 -0.44300
*
```

=====

No. 2
C22H33NO5 | the ωB97M-V functional and the def2-TZVPD basis

The calculation puts the gap between HOMO and LUMO at 8.63 eV. Its HOMO energy is -7.91 eV. As for the structure (SMILES): CCOC(=O)C1(CCOC)CCN(C[C@@H](C)Cc2ccc3c(c2)OCO3)CC1. As for the energy above the lowest of the compared OMol25 structures with the same formula, charge and spin: 15.4 kcal per mole.

ORCA input file:
```
! wB97M-V def2-TZVPD RIJCOSX def2/J DEFGRID3
* xyz 0 1
C -4.69669 -2.84101 -2.01433
C -5.01858 -1.36093 -2.16223
O -3.90219 -0.54765 -1.79999
C -3.73160 -0.29456 -0.49827
O -4.48856 -0.67854 0.35586
C -2.52698 0.61261 -0.24618
C -3.07972 2.03098 -0.52217
C -2.07915 3.19025 -0.40850
O -1.53679 3.42129 0.86982
C -2.43096 3.98728 1.79571
C -1.36682 0.24940 -1.17852
C -0.84412 -1.15392 -0.84017
N -0.39157 -1.27979 0.52799
C 0.86557 -0.60707 0.81455
C 1.66416 -1.37649 1.87533
C 1.98162 -2.77969 1.37223
C 2.93534 -0.60418 2.28262
C 3.90061 -0.40064 1.14976
C 4.89756 -1.33284 0.89988
C 5.79627 -1.19921 -0.15589
C 5.65945 -0.09154 -0.95458
C 4.66839 0.85815 -0.70894
C 3.78456 0.72907 0.33238
O 4.75845 1.86064 -1.64244
C 5.84098 1.51363 -2.47741
O 6.39718 0.29107 -2.04750
C -1.46759 -0.94504 1.44017
C -2.07708 0.44584 1.20971
H -4.50138 -3.07478 -0.97055
H -3.82007 -3.09655 -2.60519
H -5.54053 -3.43402 -2.35497
H -5.87168 -1.09423 -1.52966
H -5.23032 -1.10542 -3.20265
H -3.91517 2.21032 0.15905
H -3.47071 2.05292 -1.54246
H -1.21672 3.01016 -1.05359
H -2.58535 4.10298 -0.76148
H -1.84367 4.22708 2.68017
H -2.88056 4.90520 1.39760
H -3.22971 3.29249 2.07512
H -1.69036 0.28875 -2.21876
H -0.55459 0.96326 -1.03719
H -0.02005 -1.41787 -1.50766
H -1.64521 -1.88567 -0.98890
H 0.71829 0.42821 1.15484
H 1.45611 -0.57826 -0.10359
H 1.04453 -1.46831 2.77337
H 1.05622 -3.27335 1.08927
H 2.63113 -2.73511 0.50148
H 2.47265 -3.36606 2.14542
H 2.63604 0.36743 2.68122
H 3.42961 -1.16046 3.08134
H 4.98772 -2.19152 1.54724
H 6.56715 -1.92851 -0.33973
H 3.03352 1.47983 0.51345
H 6.60862 2.30366 -2.43351
H 5.48722 1.41271 -3.51654
H -1.09468 -1.01373 2.46349
H -2.24898 -1.70121 1.31775
H -2.93522 0.56493 1.87264
H -1.34561 1.21808 1.44412
*
```

=====

No. 3
C22H34Cl3HfNO | the ωB97M-V functional and the def2-TZVPD basis

The calculation puts the gap between HOMO and LUMO at 3.45 eV. Its HOMO energy is 0.69 eV. As for the energy above the lowest of the compared OMol25 structures with the same formula, charge and spin: 99.3 kcal per mole.

ORCA input file:
```
! wB97M-V def2-TZVPD RIJCOSX def2/J DEFGRID3
* xyz -2 1
C -0.37195 0.82021 -4.05305
C -0.55084 -0.55299 -4.33960
C 0.70981 -1.18803 -4.23941
C -1.80150 -1.21833 -4.75996
C 1.66533 -0.20662 -3.89543
C 1.00303 1.04122 -3.80267
C 1.64425 2.34472 -3.53883
C -1.44858 1.84316 -4.02815
C 0.97239 -2.61590 -4.53044
C 3.11115 -0.46369 -3.68521
Hf -0.47558 -1.31984 0.00918
Cl -1.34585 -2.89286 -1.11093
Cl -1.76778 0.64530 -0.77906
Cl 1.84478 -1.63361 -0.20391
H -2.63335 -0.50295 -4.76807
H -2.06432 -2.05192 -4.08955
H -1.71069 -1.63493 -5.77754
H 0.24224 -3.26641 -4.02605
H 1.98084 -2.90229 -4.20192
H 0.90583 -2.82449 -5.61278
H 3.25089 -1.32426 -3.01757
H 3.58251 0.41163 -3.22741
H 3.63035 -0.67954 -4.63181
H 2.44716 2.22705 -2.80358
H 0.91823 3.03869 -3.10613
H 2.05169 2.79241 -4.46392
H -2.36548 1.42361 -3.59731
H -1.68533 2.21489 -5.03775
H -1.14248 2.69900 -3.41732
O 1.31811 2.63081 -0.34507
H 0.30476 2.14386 -0.53952
C 2.98352 1.14685 4.62238
C 1.66655 1.21518 3.88684
C 0.82824 2.32967 4.06615
C -0.41494 2.42509 3.42739
C -1.26028 3.66137 3.63660
C -0.89023 1.31704 2.71753
C -0.11282 0.16620 2.61075
C 1.18438 0.14415 3.12874
N -0.58239 -0.98107 1.95911
C -1.40284 -1.92085 2.78587
C -0.80858 -2.11744 4.16262
C -2.79701 -1.36563 2.96240
C -1.45873 -3.24851 2.09753
H 3.51269 2.10561 4.50013
H 2.85767 0.96150 5.70813
H 3.59888 0.33676 4.20946
H 1.19398 3.17488 4.66593
H -1.77472 3.66968 4.61548
H -0.61516 4.55071 3.59119
H -2.02383 3.73065 2.85364
H -1.84834 1.36182 2.18987
H 1.80964 -0.73213 2.93310
H -0.80560 -1.19914 4.74022
H -1.34641 -2.89048 4.72767
H 0.22734 -2.41433 4.09087
H -3.24084 -1.09041 2.01036
H -3.46957 -2.08996 3.44483
H -2.79396 -0.44241 3.53931
H -1.95276 -3.17098 1.12965
H -0.46855 -3.65258 1.92032
H -2.01498 -3.97913 2.68670
*
```

=====

No. 4
C22H34Cl3N5O2S2SiTi | the ωB97M-V functional and the def2-TZVPD basis

The calculation puts the gap between HOMO and LUMO (alpha / beta) at 4.35 / 6.42 eV. Its HOMO energy (alpha / beta) is 0.16 / -1.91 eV. As for the energy above the lowest of the compared OMol25 structures with the same formula, charge and spin: 3.5 kcal per mole.

ORCA input file:
```
! wB97M-V def2-TZVPD RIJCOSX def2/J DEFGRID3
* xyz -2 3
Ti -0.18177 0.68548 0.43107
N -2.16208 2.08280 1.78070
C -2.31474 3.46851 1.32684
C -2.57668 3.57386 -0.16896
C -1.48531 2.97259 -1.06058
O -1.61191 2.99453 -2.27239
O -0.46650 2.49576 -0.41109
H -3.05192 1.60368 1.85295
H -1.72396 2.05216 2.69574
H -1.38626 3.99579 1.55056
H -3.10875 3.99353 1.87384
H -2.66700 4.62822 -0.44190
H -3.52257 3.10112 -0.44995
Cl 3.12591 3.90274 3.49785
Si 1.07878 3.70341 2.66543
Cl 1.18539 5.61229 1.48708
Cl 0.00357 4.56064 4.38344
S -0.51672 -0.32450 2.74094
C 0.42206 -1.80083 2.76218
N 0.49601 -2.50108 1.56247
C 1.17375 -3.70950 1.46963
C 1.78239 -4.23883 2.56605
C 1.73623 -3.56688 3.80488
C 1.03620 -2.32394 3.86320
H 0.05076 -2.07821 0.74922
H 1.18784 -4.16855 0.49254
H 2.30733 -5.18123 2.46086
H 2.22661 -3.97022 4.68033
H 0.97846 -1.75974 4.78407
C 1.44303 0.26734 -3.03087
C 1.19151 -1.24257 -3.03960
C 2.06140 -1.99314 -2.03039
C -0.27436 -1.62331 -2.91276
C -0.80560 -2.35719 -3.96597
C -2.12389 -2.78446 -3.98924
C -2.92805 -2.44261 -2.91440
C -2.45431 -1.70696 -1.83637
C -3.44938 -1.38121 -0.73773
C -3.11860 -2.06617 0.59152
C -3.67184 0.12103 -0.54859
C -1.09398 -1.28104 -1.78774
N -0.62346 -0.60034 -0.70284
H 2.48315 0.47837 -3.29880
H 1.25258 0.69468 -2.05079
H 0.78602 0.77366 -3.74124
H 1.49490 -1.59665 -4.03268
H 1.73900 -1.78722 -1.01564
H 3.10861 -1.68802 -2.11055
H 1.99946 -3.07125 -2.20493
H -0.15284 -2.59750 -4.80104
H -2.51508 -3.35452 -4.82394
H -3.97102 -2.74737 -2.90941
H -4.40456 -1.79490 -1.08319
H -2.23393 -1.62435 1.05179
H -2.93933 -3.13356 0.44369
H -3.95034 -1.95313 1.29597
H -2.84388 0.56366 0.00310
H -4.59340 0.29733 0.01786
H -3.74673 0.63744 -1.50699
C 5.12351 1.28936 1.47837
N 4.39204 2.10179 0.52493
C 3.10186 1.84198 0.21271
N 2.46202 2.79720 -0.47738
S 2.40004 0.37833 0.67303
H 6.08756 1.76529 1.65429
H 5.28529 0.29135 1.07370
H 4.58320 1.20179 2.42182
H 4.65403 3.07366 0.48718
H 2.76383 3.75712 -0.38313
H 1.46643 2.69250 -0.67072
*
```

=====

No. 5
C22H34Cl4LaN3O6 | the ωB97M-V functional and the def2-TZVPD basis

The calculation puts the gap between HOMO and LUMO at 7.46 eV. Its HOMO energy is -7.19 eV. As for the energy above the lowest of the compared OMol25 structures with the same formula, charge and spin: 0.0 kcal per mole.

ORCA input file:
```
! wB97M-V def2-TZVPD RIJCOSX def2/J DEFGRID3
* xyz 0 1
O -3.13643 -0.36731 -0.41791
C -2.89716 0.63407 -1.22402
C -3.26567 0.23191 -2.65610
C -2.61949 -0.84478 -3.25389
H -1.73737 -1.26993 -2.77881
C -3.08587 -1.40378 -4.44655
H -2.59223 -2.29723 -4.86925
C -4.19915 -0.82334 -5.08700
H -4.58864 -1.24536 -6.02260
C -4.83212 0.29868 -4.50853
H -5.71030 0.75974 -5.00022
C -4.36116 0.81051 -3.28987
H -4.85222 1.66139 -2.82256
H -3.63779 1.45305 -0.94866
C -1.58717 2.94031 -0.33662
C -1.29260 1.75686 -1.23192
H -1.96995 3.75109 -0.97238
H -0.71356 3.37511 0.20046
H -2.32726 2.73584 0.41618
C -0.88845 2.04068 -2.51673
C -0.35663 3.34106 -3.04607
H -1.03595 1.33792 -3.33899
H -0.96082 3.76656 -3.86848
H 0.63941 3.20689 -3.46374
H -0.22244 4.14163 -2.30915
La 0.63227 0.57027 -0.21274
Cl 2.24803 2.48532 -0.98251
C 3.56065 -0.25310 0.42231
O 2.52330 -0.10028 1.14372
N 4.79954 -0.31850 0.87915
C 5.11679 -0.32699 2.31020
C 5.91560 -0.23299 -0.05961
H 3.46159 -0.32530 -0.67625
H 4.20154 -0.41748 2.89975
H 5.66169 0.58512 2.59358
H 5.78780 -1.17175 2.52897
H 5.54776 -0.35469 -1.08406
H 6.63867 -1.02776 0.16329
H 6.41942 0.73625 0.02377
H -3.47778 -4.44391 -0.42414
H -1.04406 -5.15980 0.20026
C -3.03867 -3.53801 -0.85979
C -0.73076 -4.22839 -0.30062
N -1.77406 -3.22497 -0.20084
H -3.71070 -2.68283 -0.73077
C -1.69561 -2.19472 0.64635
O -0.61709 -1.61435 0.95504
H 0.19111 -3.85579 0.14877
H -2.66783 -1.90919 1.08629
H -2.85452 -3.70255 -1.92941
H -0.54560 -4.46125 -1.35773
H -0.40502 2.36403 5.19445
H -2.65983 0.91079 5.46082
C -0.90232 2.72648 4.28504
C -2.94114 1.31560 4.47819
N -1.75393 1.67720 3.71795
H -0.15053 3.04636 3.55493
C -1.41636 1.00803 2.62155
O -0.38496 1.26654 1.92558
H -3.51751 0.56469 3.92948
H -2.11227 0.20877 2.32880
H -1.53388 3.57563 4.56722
H -3.57030 2.20197 4.63686
Cl 3.34374 -1.90716 -3.65879
C 1.70128 -2.52900 -3.31122
Cl 0.65973 -2.43501 -4.73565
Cl 1.83204 -4.22236 -2.77157
C 1.12876 -1.57896 -2.16460
O 1.56135 -1.78431 -1.01306
O 0.35773 -0.60986 -2.44259
*
```

=====

No. 6
C22H34Cl6O20S2 | the ωB97M-V functional and the def2-TZVPD basis

The calculation puts the gap between HOMO and LUMO at 11.00 eV. Its HOMO energy is -10.96 eV. As for the structure (SMILES): C[C@H]1COC(=O)O1.C[C@H]1COC(=O)O1.C[C@H]1COC(=O)O1.C[C@H]1COC(=O)O1.O=S1(=O)OCCO1.O=S1(=O)OCCO1.ClC(Cl)Cl.ClC(Cl)Cl. As for the energy above the lowest of the compared OMol25 structures with the same formula, charge and spin: 0.0 kcal per mole.

ORCA input file:
```
! wB97M-V def2-TZVPD RIJCOSX def2/J DEFGRID3
* xyz 0 1
C 18.50608 20.37977 -1.70785
C 18.64466 19.01147 -2.33910
C 18.39420 17.84585 -1.33494
O 17.18566 17.26249 -1.78467
C 16.76736 17.82373 -2.92176
O 15.79039 17.51577 -3.52029
O 17.62072 18.81113 -3.32209
H 19.17002 20.43141 -0.84604
H 17.47549 20.48749 -1.35382
H 18.65432 21.19726 -2.41010
H 19.62708 18.86246 -2.78862
H 18.29533 18.24450 -0.32691
H 19.20343 17.12202 -1.38668
C 13.63665 17.15850 -11.48173
C 14.51168 17.37540 -10.27032
C 15.39032 16.18327 -9.94130
O 16.57791 16.41804 -10.72150
C 16.65330 17.73938 -10.96661
O 17.59184 18.30635 -11.43228
O 15.49896 18.35587 -10.63914
H 14.22104 16.73432 -12.29996
H 13.16179 18.08850 -11.80240
H 12.77061 16.50776 -11.32791
H 13.92600 17.69642 -9.41187
H 14.96136 15.20561 -10.14617
H 15.75508 16.17580 -8.91112
C 18.24182 21.60156 -6.53395
C 18.94004 22.91722 -6.42600
C 19.59608 23.24175 -5.08220
O 20.98391 23.00968 -5.26996
C 21.25019 22.99260 -6.60568
O 22.33687 23.03463 -7.07708
O 20.09982 22.91607 -7.29895
H 17.62966 21.48371 -7.41793
H 17.69740 21.37582 -5.60604
H 18.97651 20.79140 -6.42188
H 18.35240 23.76785 -6.76248
H 19.16987 22.78832 -4.19008
H 19.48922 24.31655 -4.88544
C 18.66806 16.20426 -7.93965
C 19.69803 15.90532 -6.88203
C 20.42032 17.03956 -6.16566
O 20.14142 16.83254 -4.78026
C 19.28274 15.81742 -4.62424
O 18.69883 15.53586 -3.62241
O 18.98471 15.25131 -5.81025
H 19.08812 16.72414 -8.80111
H 17.86775 16.82649 -7.52207
H 18.22320 15.25948 -8.24866
H 20.39307 15.16498 -7.28549
H 20.07829 18.02511 -6.50570
H 21.50064 17.09918 -6.30100
O 23.22760 17.07717 -2.91325
S 23.66908 18.37381 -3.23744
O 24.62280 19.05227 -2.43959
O 24.13667 18.38500 -4.76101
C 23.74805 19.58778 -5.41137
C 22.63993 20.23709 -4.52775
O 22.40871 19.32914 -3.44896
H 24.56245 20.27698 -5.62211
H 23.31208 19.29584 -6.36675
H 21.78725 20.41426 -5.17339
H 23.00312 21.15416 -4.06893
O 14.24172 13.06533 -8.07669
S 15.32396 13.40064 -7.24474
O 16.66116 13.19462 -7.67115
O 15.14891 14.87527 -6.75173
C 15.69551 15.06030 -5.41543
C 15.84288 13.63343 -4.85912
O 15.15459 12.77409 -5.79624
H 16.56556 15.66996 -5.63658
H 14.97652 15.65514 -4.86345
H 15.34022 13.53362 -3.90314
H 16.86420 13.27278 -4.75529
Cl 19.73416 14.30553 -0.28557
C 18.78386 13.26629 -1.32248
Cl 17.11818 13.82209 -1.40939
Cl 18.87635 11.58427 -0.80104
H 19.16490 13.28973 -2.33412
Cl 15.54723 18.40831 -6.91035
C 14.54142 19.84203 -7.16579
Cl 12.92201 19.32306 -7.64239
Cl 15.24601 20.79094 -8.47343
H 14.50383 20.46269 -6.28160
*
```